Entry 1:
C20H29N5O2 | ωB97M-V with the def2-TZVPD basis set

Results
Charge: 0
E_HOMO, Ha: -0.301
SMILES: c1cc[nH]c1.c1cc[nH]c1.c1cc[nH]c1.c1cc[nH]c1.c1cc[nH]c1.O.O
Relative energy (zero: lowest compared OMol25 entry of this formula, charge and spin), kJ/mol: 0.0
Energy, Ha: -1203.70690

XYZ file:
```
56
Properties=species:S:1:pos:R:3:lowdin_charge:R:1
N -18.278 -7.927 6.772 0.033
C -18.354 -9.240 6.904 -0.161
C -19.680 -9.653 6.809 -0.073
C -20.430 -8.432 6.534 -0.103
C -19.531 -7.389 6.645 -0.126
H -17.426 -7.426 6.879 0.106
H -17.493 -9.838 7.073 0.103
H -19.961 -10.659 6.963 0.071
H -21.420 -8.408 6.280 0.051
H -19.651 -6.334 6.562 0.089
N -22.326 -4.729 4.221 0.009
C -22.238 -4.999 5.558 -0.140
C -22.044 -3.794 6.209 -0.115
C -21.953 -2.783 5.212 -0.118
C -22.040 -3.424 3.978 -0.143
H -22.270 -5.497 3.609 0.102
H -22.296 -6.014 5.925 0.106
H -21.889 -3.705 7.286 0.098
H -21.876 -1.696 5.406 0.104
H -21.906 -2.984 3.016 0.105
N -14.353 -6.790 7.185 0.025
C -14.580 -7.131 5.858 -0.146
C -15.492 -6.298 5.280 -0.076
C -15.919 -5.431 6.376 -0.118
C -15.150 -5.702 7.443 -0.160
H -13.717 -7.236 7.818 0.141
H -13.970 -7.909 5.411 0.108
H -15.688 -6.208 4.238 0.058
H -16.451 -4.520 6.280 0.085
H -15.111 -5.131 8.355 0.111
N -17.213 -3.913 2.284 0.008
C -17.568 -2.895 1.492 -0.150
C -16.660 -2.888 0.448 -0.141
C -15.810 -4.006 0.553 -0.127
C -16.166 -4.636 1.760 -0.127
H -17.774 -4.193 3.116 0.121
H -18.307 -2.201 1.803 0.102
H -16.558 -2.062 -0.270 0.096
H -15.050 -4.346 -0.148 0.092
H -15.696 -5.466 2.313 0.094
N -18.473 -6.150 -0.456 0.016
C -18.099 -7.467 -0.282 -0.146
C -19.225 -8.231 -0.167 -0.112
C -20.357 -7.302 -0.242 -0.115
C -19.853 -6.015 -0.417 -0.118
H -17.879 -5.320 -0.510 0.120
H -17.100 -7.792 -0.420 0.097
H -19.278 -9.300 -0.276 0.085
H -21.381 -7.654 -0.168 0.084
H -20.305 -5.081 -0.626 0.093
O -20.643 -6.718 3.418 -0.038
H -20.563 -7.372 4.106 0.031
H -20.228 -7.143 2.657 0.058
O -19.099 -4.606 4.654 -0.094
H -19.819 -3.948 4.883 0.044
H -19.626 -5.252 4.155 -0.001
```


Entry 2:
C20H29N5O6P | ωB97M-V with the def2-TZVPD basis set

Results
Charge: +1
E_HOMO, Ha: -0.419
Relative energy (zero: lowest compared OMol25 entry of this formula, charge and spin), kJ/mol: 162.1
Energy, Ha: -1845.75256

XYZ file:
```
61
Properties=species:S:1:pos:R:3:lowdin_charge:R:1
C -4.102 3.371 -0.975 -0.080
O -3.564 2.533 0.058 -0.172
C -3.137 1.286 -0.444 -0.134
C -1.661 1.391 -1.003 -0.188
O -1.556 0.779 -2.284 -0.072
C -0.203 0.597 -2.697 -0.259
P -0.142 0.857 -4.548 0.550
O -0.969 2.029 -4.878 -0.260
O -0.848 -0.441 -5.297 -0.116
O 1.366 0.954 -5.140 -0.133
C 0.857 1.412 -1.881 -0.277
N 2.218 1.211 -2.337 0.100
C 2.870 2.294 -2.605 -0.331
C 2.438 3.405 -3.573 -0.017
C 4.254 2.483 -1.927 -0.019
N 0.790 0.860 -0.476 0.187
C -0.637 0.743 0.009 -0.162
O -0.774 1.376 1.300 0.064
C -1.128 0.438 2.185 -0.276
N -1.747 -0.334 2.722 0.253
H -4.374 2.804 -1.898 0.102
H -5.043 3.875 -0.655 0.102
H -3.354 4.159 -1.238 0.096
H -3.834 0.863 -1.197 0.146
H -3.118 0.569 0.411 0.130
H -1.480 2.490 -1.112 0.171
H 0.031 -0.493 -2.519 0.153
H -0.954 -1.153 -4.638 0.081
H 1.352 1.182 -6.087 0.113
H 0.654 2.499 -1.808 0.167
H 2.687 4.403 -3.137 0.100
H 1.327 3.410 -3.697 0.075
H 2.894 3.312 -4.580 0.109
H 5.003 2.872 -2.658 0.094
H 4.109 3.294 -1.178 0.099
H 4.631 1.537 -1.492 0.085
H 1.146 -0.109 -0.539 0.180
H 1.411 1.350 0.181 0.202
H -0.875 -0.333 0.170 0.185
N -1.200 -4.456 4.324 0.051
C -1.815 -5.642 4.282 -0.152
C -3.096 -5.829 3.785 -0.070
C -3.782 -4.724 3.309 -0.081
C -3.165 -3.483 3.345 -0.083
C -1.881 -3.405 3.858 -0.179
H -1.239 -6.476 4.668 0.105
H -3.543 -6.813 3.773 0.104
H -4.786 -4.828 2.914 0.106
H -3.669 -2.596 2.983 0.088
H -1.357 -2.459 3.904 0.049
N 3.345 -1.788 1.309 0.044
C 4.222 -1.034 1.981 -0.157
C 3.973 -0.493 3.235 -0.065
C 2.744 -0.743 3.825 -0.067
C 1.820 -1.522 3.147 -0.076
C 2.169 -2.019 1.901 -0.177
H 5.167 -0.863 1.478 0.104
H 4.721 0.109 3.733 0.107
H 2.509 -0.336 4.801 0.113
H 0.850 -1.740 3.574 0.084
H 1.478 -2.638 1.334 0.102
```


Entry 3:
C20H30AsF6O15 | ωB97M-V with the def2-TZVPD basis set

Results
Charge: -1
E_HOMO, Ha: -0.310
Relative energy (zero: lowest compared OMol25 entry of this formula, charge and spin), kJ/mol: 0.0
Energy, Ha: -4743.99107

XYZ file:
```
72
Properties=species:S:1:pos:R:3:lowdin_charge:R:1
As -1.041 -0.372 -0.423 0.725
F -2.345 -0.955 -1.420 -0.252
F -1.787 1.195 -0.325 -0.253
F 0.392 0.223 0.363 -0.257
F -0.286 -1.935 -0.512 -0.247
F -0.334 0.137 -1.942 -0.257
F -1.717 -0.806 1.105 -0.246
C 4.007 -1.223 2.958 -0.014
C 3.565 -2.475 2.191 -0.312
C 2.212 -2.250 1.438 -0.057
O 2.536 -2.790 0.137 0.057
C 3.811 -3.151 0.039 -0.576
O 4.332 -3.633 -0.916 0.144
O 4.480 -2.784 1.166 0.084
H 4.460 -1.473 3.915 0.075
H 3.117 -0.608 3.102 0.081
H 4.704 -0.595 2.405 0.090
H 3.350 -3.250 2.930 0.143
H 1.946 -1.220 1.218 0.108
H 1.415 -2.805 1.922 0.133
C -5.102 3.590 1.914 -0.022
C -3.908 3.814 1.028 -0.333
C -3.775 5.228 0.347 -0.084
O -2.392 5.500 0.459 0.062
C -1.796 4.634 1.339 -0.544
O -0.656 4.672 1.659 0.179
O -2.676 3.676 1.660 0.078
H -4.878 2.781 2.615 0.083
H -5.908 3.158 1.314 0.086
H -5.517 4.430 2.470 0.081
H -3.954 3.147 0.163 0.147
H -4.402 5.938 0.884 0.123
H -4.075 5.090 -0.686 0.129
C -1.302 -4.304 -2.688 -0.015
C -1.841 -3.573 -3.903 -0.266
C -1.514 -2.089 -4.054 -0.120
O -0.978 -1.947 -5.353 0.072
C -0.835 -3.160 -5.929 -0.581
O -0.417 -3.327 -7.034 0.140
O -1.172 -4.136 -5.080 0.071
H -1.907 -5.206 -2.567 0.078
H -1.411 -3.693 -1.791 0.067
H -0.265 -4.622 -2.767 0.094
H -2.889 -3.826 -4.058 0.146
H -0.961 -1.679 -3.208 0.080
H -2.450 -1.532 -3.939 0.131
C -1.844 0.473 4.277 -0.017
C -1.019 1.733 4.294 -0.276
C -1.474 2.777 5.335 -0.085
O -0.282 3.146 6.027 0.060
C 0.719 2.297 5.721 -0.578
O 1.808 2.295 6.196 0.152
O 0.285 1.384 4.833 0.069
H -2.887 0.798 4.167 0.085
H -1.820 -0.083 5.213 0.091
H -1.607 -0.179 3.440 0.066
H -0.854 2.197 3.323 0.147
H -2.174 2.388 6.075 0.130
H -1.872 3.662 4.842 0.127
C 1.771 -0.625 -3.981 -0.022
C 2.934 -0.308 -3.053 -0.284
C 4.166 -1.213 -3.222 -0.068
O 5.199 -0.352 -3.722 0.065
C 4.743 0.920 -3.743 -0.576
O 5.427 1.879 -3.938 0.137
O 3.462 0.992 -3.355 0.091
H 2.141 -0.998 -4.938 0.093
H 1.216 0.293 -4.161 0.093
H 1.121 -1.356 -3.511 0.065
H 2.551 -0.315 -2.032 0.145
H 3.973 -1.981 -3.967 0.132
H 4.480 -1.618 -2.265 0.110
```


What did the first record say?
C20H29N5O2 | ωB97M-V with the def2-TZVPD basis set

Results
Charge: 0
E_HOMO, Ha: -0.301
SMILES: c1cc[nH]c1.c1cc[nH]c1.c1cc[nH]c1.c1cc[nH]c1.c1cc[nH]c1.O.O
Relative energy (zero: lowest compared OMol25 entry of this formula, charge and spin), kJ/mol: 0.0
Energy, Ha: -1203.70690

XYZ file:
```
56
Properties=species:S:1:pos:R:3:lowdin_charge:R:1
N -18.278 -7.927 6.772 0.033
C -18.354 -9.240 6.904 -0.161
C -19.680 -9.653 6.809 -0.073
C -20.430 -8.432 6.534 -0.103
C -19.531 -7.389 6.645 -0.126
H -17.426 -7.426 6.879 0.106
H -17.493 -9.838 7.073 0.103
H -19.961 -10.659 6.963 0.071
H -21.420 -8.408 6.280 0.051
H -19.651 -6.334 6.562 0.089
N -22.326 -4.729 4.221 0.009
C -22.238 -4.999 5.558 -0.140
C -22.044 -3.794 6.209 -0.115
C -21.953 -2.783 5.212 -0.118
C -22.040 -3.424 3.978 -0.143
H -22.270 -5.497 3.609 0.102
H -22.296 -6.014 5.925 0.106
H -21.889 -3.705 7.286 0.098
H -21.876 -1.696 5.406 0.104
H -21.906 -2.984 3.016 0.105
N -14.353 -6.790 7.185 0.025
C -14.580 -7.131 5.858 -0.146
C -15.492 -6.298 5.280 -0.076
C -15.919 -5.431 6.376 -0.118
C -15.150 -5.702 7.443 -0.160
H -13.717 -7.236 7.818 0.141
H -13.970 -7.909 5.411 0.108
H -15.688 -6.208 4.238 0.058
H -16.451 -4.520 6.280 0.085
H -15.111 -5.131 8.355 0.111
N -17.213 -3.913 2.284 0.008
C -17.568 -2.895 1.492 -0.150
C -16.660 -2.888 0.448 -0.141
C -15.810 -4.006 0.553 -0.127
C -16.166 -4.636 1.760 -0.127
H -17.774 -4.193 3.116 0.121
H -18.307 -2.201 1.803 0.102
H -16.558 -2.062 -0.270 0.096
H -15.050 -4.346 -0.148 0.092
H -15.696 -5.466 2.313 0.094
N -18.473 -6.150 -0.456 0.016
C -18.099 -7.467 -0.282 -0.146
C -19.225 -8.231 -0.167 -0.112
C -20.357 -7.302 -0.242 -0.115
C -19.853 -6.015 -0.417 -0.118
H -17.879 -5.320 -0.510 0.120
H -17.100 -7.792 -0.420 0.097
H -19.278 -9.300 -0.276 0.085
H -21.381 -7.654 -0.168 0.084
H -20.305 -5.081 -0.626 0.093
O -20.643 -6.718 3.418 -0.038
H -20.563 -7.372 4.106 0.031
H -20.228 -7.143 2.657 0.058
O -19.099 -4.606 4.654 -0.094
H -19.819 -3.948 4.883 0.044
H -19.626 -5.252 4.155 -0.001
```